ORCA calculation (wB97M-V/def2-TZVPD) on a structure of composition C24H45ClHfP2.

Output
frontier orbital gap (alpha / beta) = 5.02 / 5.03 eV
2S+1 = 1
ΔE to the lowest compared entry with this formula, charge and spin = 0.000 eV
charge = +2
max |F| = 8.48 eV/Å
HOMO (alpha / beta) = -0.519 / -0.519 hartree
calculated total energy = -2131.814814 Eh

Each line ends with the Löwdin charge.
Element x y z (Å)
1 Hf -0.06094 0.17321 0.01762  1.259
2 Cl -1.94475 1.57485 0.92536  0.155
3 P -2.68502 0.03304 -1.42191  0.700
4 P 0.92888 2.55465 0.78290  0.715
5 C 0.59751 0.42656 -2.07391  -0.298
6 C 3.20528 -0.77707 -0.67717  -0.111
7 C -1.21632 -2.03804 1.16896  -0.256
8 C 1.14392 -2.92439 0.62256  -0.035
9 C -0.62662 -0.65029 2.91092  -0.213
10 C -1.97227 -3.09514 0.45150  -0.020
11 C -0.70763 0.21009 4.11259  -0.001
12 C 0.22804 -1.86255 1.10839  -0.389
13 C -1.69264 -1.34989 2.31622  -0.219
14 C 3.22249 0.52218 -1.00520  -0.112
15 C 1.95008 -0.73413 2.70167  -0.032
16 C 2.50840 2.56920 1.71535  -0.248
17 C 3.07356 -1.85220 -1.70771  -0.150
18 C -2.78729 -1.08718 -2.86691  -0.254
19 C 0.57499 -0.89914 2.16043  -0.333
20 C 0.03947 3.85430 1.73897  -0.283
21 C 1.14777 3.47367 -0.79324  -0.235
22 C 0.59232 -0.99805 -1.77923  -0.230
23 C -3.14676 1.66966 -2.10234  -0.274
24 C 1.68323 0.99716 -2.99231  -0.156
25 C 1.68824 -1.86663 -2.41423  -0.129
26 C 3.12071 1.02235 -2.41743  -0.153
27 C -4.28080 -0.30072 -0.57034  -0.251
28 C -3.07894 -1.35713 2.83868  -0.005
29 H -0.16377 3.48317 2.75199  0.046
30 H 1.07327 -3.78591 1.30191  0.118
31 H 3.13519 1.71445 1.42875  0.013
32 H -0.47181 -0.35831 5.02516  0.120
33 H 3.51230 2.05321 -2.46167  0.123
34 H 2.68788 -0.65839 1.89646  0.048
35 H -4.41813 0.40929 0.25839  0.036
36 H -1.99388 -4.01992 1.05544  0.121
37 H -4.12020 1.59220 -2.60186  0.064
38 H -1.72126 0.61522 4.22844  0.091
39 H 1.65871 0.38098 -3.90571  0.126
40 H 1.32713 -2.91252 -2.47975  0.126
41 H 3.85196 -1.74972 -2.48461  0.135
42 H 2.18729 -2.61013 0.63022  0.060
43 H 3.77732 0.42539 -3.07323  0.131
44 H -0.91437 4.10883 1.25947  0.029
45 H 1.47606 4.50115 -0.57515  0.073
46 H 0.90916 -3.28603 -0.38428  0.075
47 H 1.87965 2.97221 -1.44065  0.011
48 H 0.18237 3.50978 -1.32568  0.061
49 H -3.77937 -1.83893 2.15076  0.078
50 H 3.50772 -1.11755 0.30613  0.097
51 H -0.01080 1.06040 4.05164  0.085
52 H -1.92792 -0.91311 -3.52970  0.044
53 H 3.05048 3.50979 1.53298  0.073
54 H 3.52129 1.27802 -0.28724  0.084
55 H 3.25038 -2.84064 -1.25723  0.120
56 H -2.39686 2.01859 -2.81824  0.043
57 H -3.22635 2.40104 -1.29098  0.020
58 H -3.71954 -0.90704 -3.41905  0.065
59 H -4.33294 -1.32535 -0.17983  0.028
60 H -0.36856 -1.52081 -1.96566  0.097
61 H 2.28057 2.47529 2.79020  0.057
62 H 2.01061 0.17093 3.31273  0.074
63 H 2.23410 -1.59214 3.33338  0.118
64 H 0.66604 4.75617 1.80513  0.070
65 H 1.80553 -1.52115 -3.45780  0.127
66 H -2.75605 -2.13237 -2.52264  0.049
67 H -3.12962 -1.89852 3.79423  0.116
68 H -3.01182 -2.78738 0.27227  0.061
69 H -3.44295 -0.33670 3.02549  0.090
70 H -0.37306 0.86120 -2.39018  0.091
71 H 1.38782 2.01520 -3.29623  0.118
72 H -5.09410 -0.15477 -1.30210  0.068
73 H -1.50442 -3.33348 -0.51191  0.080